(1)
{"formula": "C8H32O8", "method": "the ωB97M-V functional and the def2-TZVPD basis", "elements": ["C", "O", "H", "H", "H", "H", "C", "O", "H", "H", "H", "H", "C", "O", "H", "H", "H", "H", "C", "O", "H", "H", "H", "H", "C", "O", "H", "H", "H", "H", "C", "O", "H", "H", "H", "H", "C", "O", "H", "H", "H", "H", "C", "O", "H", "H", "H", "H"], "coordinates": [[-3.1428, 1.5694, 0.1031], [-4.1291, 1.6794, -0.9388], [-3.4493, 1.7841, 1.1269], [-2.6621, 0.5964, 0.0026], [-2.3930, 2.2963, -0.2092], [-4.6771, 2.4537, -0.7913], [4.6352, -1.4581, 0.4900], [3.6581, -1.8165, -0.4877], [5.2215, -0.6196, 0.1140], [4.0718, -1.2148, 1.3908], [5.2465, -2.3089, 0.7909], [4.0448, -2.5239, -1.0090], [0.4983, -0.6212, -0.0201], [1.3748, -0.3710, -1.0568], [0.9258, -1.4263, 0.5777], [0.2751, 0.1358, 0.7317], [-0.4491, -1.0424, -0.3564], [2.2723, -0.6403, -0.8481], [0.4536, 2.8230, 2.1486], [-0.3361, 3.1855, 1.0879], [1.3749, 3.3998, 2.2302], [-0.1543, 3.0249, 3.0306], [0.7951, 1.7929, 2.0470], [0.1346, 2.9294, 0.2913], [2.6177, -1.9406, -4.2706], [2.3208, -0.5798, -4.0016], [1.7036, -2.5298, -4.1966], [3.2183, -2.2791, -5.1149], [3.3494, -2.2683, -3.5322], [1.7166, -0.4937, -3.2605], [0.6418, 3.1601, -2.4042], [1.2114, 2.5709, -1.2408], [0.5310, 4.2290, -2.2215], [1.3317, 2.9903, -3.2307], [-0.3110, 2.7014, -2.6685], [1.1390, 1.6191, -1.3437], [-2.5780, -3.2667, 0.7138], [-3.5611, -3.7353, 1.6188], [-2.9150, -2.5091, 0.0063], [-1.8015, -2.8428, 1.3506], [-2.1546, -4.0908, 0.1398], [-4.3080, -4.0719, 1.1184], [-2.2398, 0.1120, 3.7243], [-3.4990, -0.1893, 3.0451], [-1.4247, -0.2369, 3.0903], [-2.2710, 1.1764, 3.9569], [-2.2251, -0.5539, 4.5872], [-4.0821, -0.5991, 3.6882]], "spin_multiplicity": 2, "e_homo_ev": [-12.13, -12.13], "e_above_lowest_kj_mol": 233.6, "total_charge": 1, "lumo_energy_ev": [-2.36, -9.54]}

(2)
{"formula": "C8H34NO13Tl", "method": "the ωB97M-V functional and the def2-TZVPD basis", "elements": ["Tl", "O", "C", "O", "O", "H", "C", "O", "C", "C", "N", "C", "C", "O", "C", "H", "H", "H", "H", "H", "H", "H", "H", "H", "H", "H", "H", "H", "H", "H", "C", "O", "H", "H", "H", "H", "O", "H", "H", "O", "H", "H", "O", "H", "H", "O", "H", "H", "O", "H", "H", "O", "H", "H", "O", "H", "H"], "coordinates": [[-2.8151, 3.5527, -0.9608], [-2.1719, -0.1068, 1.0148], [-2.6126, 1.0542, 0.6636], [-2.7611, 1.7987, 1.6696], [-2.7365, 1.4490, -0.5312], [-2.0526, 0.2346, 1.9041], [7.6977, -1.8780, -2.6371], [6.5569, -1.0334, -2.5088], [5.2226, -1.4413, -2.6518], [4.5365, -0.4924, -1.6844], [3.0914, -0.2703, -1.8680], [2.3197, -1.4321, -2.1380], [0.8014, -1.2704, -1.8536], [0.4271, -0.7861, -0.5715], [-1.0049, -1.1122, -0.4352], [8.6228, -1.3232, -2.4809], [7.8566, -2.3683, -3.5975], [7.6881, -2.7682, -2.0083], [4.9716, -2.4632, -2.3677], [4.9373, -1.2967, -3.6939], [4.9092, 0.5311, -1.7253], [4.6345, -0.8018, -0.6438], [2.7838, -0.1884, -0.9094], [2.6967, -2.2620, -1.5403], [2.5771, -1.6454, -3.1755], [0.2356, -2.1461, -2.1716], [0.4398, -0.5496, -2.5869], [-1.1563, -2.1859, -0.3245], [-1.5660, -0.6352, -1.2388], [-1.4932, -0.7969, 0.4869], [-0.6780, -1.1110, 3.1064], [0.6604, -1.0700, 2.5397], [-1.1620, -2.0171, 2.7422], [-0.7088, -1.2827, 4.1824], [-1.4115, -0.3901, 2.7451], [0.9674, -1.9754, 2.4533], [-0.3223, 1.7739, 1.7369], [0.4148, 2.1051, 1.2238], [-0.4283, 0.8678, 1.4473], [-1.5662, 1.2125, 3.8710], [-1.2235, 1.0765, 4.7543], [-1.2540, 0.4567, 3.3735], [-1.9563, 2.1950, -2.4753], [-2.1353, 1.6854, -3.2655], [-1.6505, 1.5497, -1.8378], [-3.5262, -0.1372, -1.7796], [-3.2073, 0.5337, -1.1760], [-3.2798, -0.9661, -1.3692], [-4.7563, 1.1202, 2.4381], [-5.0535, 0.3453, 1.9613], [-3.8819, 1.2954, 2.0903], [-4.5318, 2.7851, 0.3445], [-5.3337, 3.0710, 0.7820], [-4.6932, 1.8680, 0.1229], [-3.6231, 2.7017, 3.4375], [-4.2440, 2.9777, 4.1116], [-4.0511, 1.9627, 3.0051]], "spin_multiplicity": 1, "e_homo_ev": -14.50, "total_charge": 2, "lumo_energy_ev": -12.53}

(3)
{"formula": "C8H36BF4O10", "method": "the ωB97M-V functional and the def2-TZVPD basis", "elements": ["B", "F", "F", "F", "F", "C", "O", "H", "H", "H", "H", "C", "O", "H", "H", "H", "H", "C", "O", "H", "H", "H", "H", "C", "O", "H", "H", "H", "H", "C", "O", "H", "H", "H", "H", "C", "O", "H", "H", "H", "H", "C", "O", "H", "H", "H", "H", "C", "O", "H", "H", "H", "H", "O", "H", "H", "O", "H", "H"], "coordinates": [[16.9355, -19.7592, 0.3231], [16.4381, -20.5619, 1.3660], [18.0930, -19.1402, 0.8791], [17.2890, -20.4628, -0.8664], [15.9585, -18.9162, 0.0108], [12.0607, -15.8252, 3.4398], [13.4564, -15.6193, 3.6793], [11.6976, -16.4422, 4.2617], [11.4748, -14.9061, 3.4497], [11.8932, -16.4660, 2.5740], [13.9724, -15.9146, 2.9255], [19.7432, -14.3371, 5.5272], [19.5546, -12.9168, 5.6811], [19.6138, -14.9119, 6.4442], [18.9349, -14.7490, 4.9230], [20.7171, -14.6109, 5.1214], [19.2134, -12.5672, 4.8547], [14.7289, -27.2693, -1.7740], [15.5098, -26.0680, -2.1866], [14.8138, -27.4966, -0.7114], [13.6535, -27.1667, -1.9194], [15.0178, -28.1127, -2.4012], [15.5584, -25.4664, -1.4401], [9.7055, -22.0629, -0.7093], [11.0215, -22.3787, -0.2960], [8.9576, -21.8396, 0.0515], [9.7685, -21.1470, -1.2970], [9.3649, -22.8099, -1.4263], [11.5172, -21.5704, -0.4459], [13.9795, -19.7841, -7.0692], [15.1373, -20.3988, -6.4963], [13.1830, -20.5278, -7.0460], [13.5975, -18.9996, -6.4160], [14.1504, -19.3998, -8.0748], [15.2369, -20.3767, -5.5418], [14.5496, -25.7172, 5.2631], [13.2562, -25.1799, 4.8962], [15.4108, -25.2066, 4.8320], [14.7610, -25.6830, 6.3319], [14.7212, -26.7357, 4.9149], [13.3886, -24.7301, 4.0585], [20.6518, -21.9918, 5.7940], [20.8506, -21.9685, 4.3786], [21.5164, -22.2585, 6.4018], [20.3599, -20.9752, 6.0572], [19.8601, -22.6718, 6.1086], [20.1984, -21.4288, 3.9259], [13.8385, -13.3035, -3.9763], [14.9585, -13.4703, -4.8501], [13.9099, -13.7854, -3.0012], [13.6800, -12.3391, -3.4936], [12.9815, -13.7354, -4.4930], [14.8081, -12.8475, -5.5649], [22.1859, -21.3786, -1.1302], [22.2672, -21.6061, -0.2040], [21.2471, -21.4331, -1.3091], [21.7639, -15.4916, -1.1230], [21.3745, -16.1727, -0.5745], [21.1794, -14.7401, -1.0237]], "spin_multiplicity": 1, "e_homo_ev": -7.88, "e_above_lowest_kj_mol": 324.6, "total_charge": -1, "lumo_energy_ev": 2.19}

(4)
{"formula": "C8H38O13", "method": "the ωB97M-V functional and the def2-TZVPD basis", "elements": ["C", "C", "C", "C", "C", "C", "C", "C", "H", "H", "H", "H", "H", "H", "H", "H", "H", "H", "H", "H", "H", "H", "O", "H", "H", "O", "H", "H", "O", "H", "H", "O", "H", "H", "O", "H", "H", "O", "H", "H", "O", "H", "H", "O", "H", "H", "O", "H", "H", "O", "H", "H", "O", "H", "H", "O", "H", "H", "O"], "coordinates": [[0.4863, 1.3307, -1.7748], [0.1743, 1.8546, -0.4316], [-0.0112, 3.2236, -0.1628], [-0.9573, 0.0378, 0.3466], [-0.2114, 1.0251, 0.6820], [0.3314, 1.1463, 1.9795], [-2.3115, -0.1878, 2.2589], [-1.4767, -0.8188, 1.3727], [0.1829, 0.2712, -1.9549], [-0.0482, 1.9541, -2.6606], [1.5938, 1.4618, -1.9312], [-0.2569, 3.7618, 0.7186], [0.2767, 3.8513, -0.9138], [-1.3064, -0.3110, -0.6634], [1.1594, 0.4588, 2.1322], [-0.3653, 0.9079, 2.8783], [0.7631, 2.0805, 2.2345], [-2.5853, 0.7708, 2.2573], [-2.9272, -0.6959, 2.9302], [-1.1132, -1.7527, 1.4989], [3.6248, 1.5966, 3.1927], [2.5863, 2.7869, 3.6453], [3.2459, 2.0057, 3.9518], [0.7523, -1.4173, -0.9327], [0.5220, -2.7455, -0.0860], [1.2155, -2.1215, -0.4461], [-1.0306, -4.3775, 0.5330], [-2.0587, -3.4375, -0.0403], [-1.1843, -3.4956, 0.4137], [1.7613, -2.5021, -4.9798], [1.8603, -2.2389, -3.4800], [1.5639, -2.9276, -4.1218], [3.9200, -2.8005, 2.4187], [3.7446, -1.9591, 3.5699], [4.5080, -2.2228, 3.0597], [3.0630, 2.9983, 0.4924], [3.0510, 1.5301, 0.5561], [3.0425, 2.3198, 1.1404], [-0.4027, -1.1547, -3.4944], [-1.4694, -0.0469, -3.8148], [-1.2317, -0.7610, -3.2524], [-3.9266, -3.2245, -2.8232], [-2.9300, -2.0556, -2.6724], [-3.3732, -2.8131, -2.0524], [-4.6286, -0.2112, -0.1779], [-3.1801, -0.0328, -0.7175], [-4.0804, 0.3395, -0.6431], [1.5126, -0.6647, 4.9997], [2.0101, 0.1183, 3.5950], [2.1952, -0.5499, 4.2364], [3.9108, -0.4025, -0.4477], [2.5091, -0.2545, 0.1963], [3.1861, 0.2297, -0.4037], [-2.8360, 1.9144, -4.5961], [-3.3635, 2.0248, -3.3225], [-2.9595, 1.2417, -3.7669], [-3.7498, 2.3613, -0.6002], [-2.3443, 2.5829, -0.2855], [-2.9309, 2.9034, -0.9753]], "spin_multiplicity": 1, "e_homo_ev": -8.37, "e_above_lowest_kj_mol": 667.3, "lumo_energy_ev": 0.01}

(5)
{"formula": "C8H39NO16STl", "method": "the ωB97M-V functional and the def2-TZVPD basis", "elements": ["Tl", "S", "O", "O", "O", "O", "C", "O", "C", "C", "N", "C", "C", "O", "C", "H", "H", "H", "H", "H", "H", "H", "H", "H", "H", "H", "H", "H", "H", "H", "C", "O", "H", "H", "H", "H", "C", "O", "H", "H", "H", "H", "O", "H", "H", "O", "H", "H", "O", "H", "H", "O", "H", "H", "O", "H", "H", "O", "H", "H", "O", "H", "H", "O", "H", "H"], "coordinates": [[2.0707, 0.6306, -4.1076], [0.2035, -1.0659, 0.6494], [1.2977, -1.5621, -0.1246], [-0.4418, -0.1041, -0.2286], [-0.7488, -2.1420, 1.0531], [0.6410, -0.4415, 1.8842], [2.7698, 2.8910, -0.4802], [1.9679, 3.4241, -1.5425], [1.4439, 4.6819, -1.2945], [0.5308, 5.2312, -2.4498], [-0.4652, 4.1515, -2.7586], [-1.4029, 4.5811, -3.7458], [-2.3680, 3.4642, -4.2506], [-1.7590, 2.1976, -4.4947], [-2.7763, 1.1944, -4.9270], [3.7380, 3.3710, -0.3377], [2.9751, 1.8542, -0.7465], [2.2029, 2.8810, 0.4507], [2.3443, 5.2678, -1.1103], [0.8726, 4.5818, -0.3716], [1.1414, 5.4742, -3.3194], [0.0413, 6.1755, -2.2112], [-0.9504, 3.9644, -1.8928], [-0.9880, 4.9522, -4.6830], [-2.0007, 5.4385, -3.4367], [-3.0004, 3.8618, -5.0444], [-3.1286, 3.2682, -3.4949], [-3.1264, 1.4276, -5.9325], [-3.6867, 1.1905, -4.3276], [-2.2982, 0.2148, -4.9322], [4.2195, -2.9968, 4.9371], [4.2636, -1.7101, 4.3467], [4.0517, -2.7970, 5.9954], [3.3991, -3.5269, 4.4533], [5.1756, -3.5046, 4.8100], [3.4642, -1.6328, 3.8207], [4.9877, -5.4977, -0.3831], [3.6117, -5.5129, -0.1808], [5.3252, -4.5928, 0.1222], [5.4486, -6.3027, 0.1894], [5.2993, -5.3976, -1.4228], [3.3729, -4.5891, -0.2856], [0.0407, 3.1359, 4.3554], [0.2413, 2.9837, 5.2788], [0.3555, 2.3500, 3.9087], [-1.2415, -5.1190, 4.0927], [-1.3297, -4.3919, 4.7089], [-1.2635, -4.7060, 3.2295], [-2.2748, -5.6070, -0.9346], [-2.0081, -4.8833, -0.3678], [-3.2236, -5.6637, -0.8210], [-0.6900, -3.5471, -4.1844], [-0.9534, -4.1010, -3.4494], [-0.4723, -4.1636, -4.8835], [-0.7201, -1.2245, 5.8840], [-0.4705, -0.5056, 6.4646], [-0.2948, -1.0194, 5.0514], [-2.7306, 3.1190, 1.0000], [-2.1906, 2.4194, 0.6324], [-2.3193, 3.3234, 1.8399], [-4.1107, -2.2089, 3.6704], [-3.6810, -1.6931, 4.3527], [-3.4294, -2.3528, 3.0135], [-5.2925, 0.1247, -0.5220], [-5.1483, 1.0512, -0.3293], [-4.5116, -0.3148, -0.1855]], "spin_multiplicity": 1, "e_homo_ev": -12.03, "total_charge": 1, "lumo_energy_ev": -9.77}

(6)
{"formula": "C8H40O13", "method": "the ωB97M-V functional and the def2-TZVPD basis", "elements": ["C", "C", "C", "C", "C", "C", "C", "C", "H", "H", "H", "H", "H", "H", "H", "H", "H", "H", "H", "H", "H", "H", "H", "H", "O", "H", "H", "O", "H", "H", "O", "H", "H", "O", "H", "H", "O", "H", "H", "O", "H", "H", "O", "H", "H", "O", "H", "H", "O", "H", "H", "O", "H", "H", "O", "H", "H", "O", "H", "H", "O"], "coordinates": [[-3.4059, -2.0232, 1.4712], [-1.9518, -1.9877, 1.7659], [-1.3562, -0.8934, 0.9467], [0.0262, -0.9117, 0.6761], [0.4379, -0.8156, -0.6458], [1.7821, -0.5490, -1.1277], [2.2331, 0.7299, -1.1875], [3.4916, 1.3333, -1.8816], [-3.7480, -2.4092, 0.4546], [-3.9735, -2.7022, 2.1369], [-3.9027, -1.1173, 1.6415], [-1.6747, -1.9720, 2.8654], [-1.4901, -3.0296, 1.5664], [-2.0677, -0.5175, 0.1494], [-1.6164, 0.0708, 1.5953], [0.6502, -0.9732, 1.5917], [-0.3651, -0.9112, -1.4104], [2.4790, -1.3844, -1.2416], [1.3566, 1.4748, -1.1706], [4.3753, 0.9454, -1.4106], [3.4972, 2.4764, -1.6911], [3.6013, 1.4816, -2.9562], [-1.1508, 1.6372, -0.6997], [-0.7555, 0.4660, -1.8051], [-1.4777, 1.1357, -1.5460], [2.5749, -0.0487, 2.9817], [2.9310, 0.0129, 1.6856], [3.0938, 0.5070, 2.4069], [-3.1024, 0.6754, -0.8170], [-3.8090, -0.7159, -1.1640], [-4.0442, 0.1402, -0.8737], [-2.0596, -2.6206, -3.6134], [-2.3270, -1.1541, -3.2784], [-2.7359, -1.9204, -3.5941], [2.6029, -1.8771, 2.7066], [1.5167, -2.7984, 3.3569], [1.7391, -1.8831, 3.0402], [-1.1795, 4.6169, -1.3578], [-0.7882, 3.3129, -1.1519], [-0.4084, 4.2118, -1.4067], [1.9522, -0.3536, 4.7122], [0.4894, -0.2489, 4.6710], [1.2503, 0.1428, 4.2954], [-1.9810, 1.8309, 4.0161], [-3.0018, 1.9615, 2.9639], [-2.4126, 1.3501, 3.3308], [1.8428, 3.2337, 1.1756], [2.0658, 1.7136, 1.3764], [1.6685, 2.4140, 0.8538], [4.4933, -1.8486, 0.6684], [3.0070, -1.7736, 0.5329], [3.7173, -2.1380, 1.1871], [-2.7154, 2.0440, -3.8549], [-1.5392, 2.9984, -3.8379], [-2.1918, 2.4933, -3.3568], [1.5415, 2.2736, -3.1454], [0.9163, 1.9156, -4.5178], [1.6606, 1.9277, -3.9672], [0.8215, -3.7005, -1.2060], [-0.5202, -2.7635, -1.2865], [-0.0633, -3.4851, -1.6193]], "spin_multiplicity": 1, "e_homo_ev": -9.14, "e_above_lowest_kj_mol": 655.4, "lumo_energy_ev": 0.06}

Number 1: E -925.3895 a.u., F_max 0.0493 hartree/bohr. Number 2: E -1529.1962 a.u., F_max 0.1332 hartree/bohr. Number 3: E -1503.2060 a.u., F_max 0.0606 hartree/bohr. Number 4: E -1305.5002 a.u., F_max 0.1164 hartree/bohr. Number 5: E -2156.8405 a.u., F_max 0.0481 hartree/bohr. Number 6: E -1306.6427 a.u., F_max 0.1638 hartree/bohr.